[1]
C23H32GeIN8SSe5TeTi | wB97M-V/def2-TZVPD

Its spin multiplicity is 3. The value obtained for the HOMO-LUMO gap (spin up / spin down) is 4.6 / 5.8 eV. The value obtained for the HOMO energy (spin up / spin down) is -2.9 / -4.0 eV. As for the total energy: -468884.7451 eV. Its charge is -1.

Structure (XYZ):
```
73
Properties=species:S:1:pos:R:3:forces:R:3
I -5.292 4.895 -0.253 -1.33 -0.15 -1.00
Te 1.648 5.998 -0.027 -0.44 -0.04 0.68
Se 0.637 3.658 -0.053 0.58 0.05 -1.09
Se 3.453 -3.023 -1.903 -0.26 -0.22 -1.50
Se 2.057 6.586 2.570 0.73 0.94 -1.35
Se -2.167 -0.824 -1.386 -0.57 -0.27 0.75
Se 0.600 5.818 4.274 -0.88 -0.07 0.08
Ge -2.290 -2.681 1.407 0.39 -0.07 -0.79
Ti 0.310 4.360 2.270 0.40 0.29 1.08
S -1.166 4.344 5.822 -0.72 -0.39 -0.29
N -1.745 5.035 1.870 -0.15 0.81 0.04
N -1.704 2.674 3.627 -1.68 0.15 2.12
N -3.335 2.930 5.147 -1.73 -0.94 0.05
N 2.096 3.274 2.789 -1.93 -2.08 -0.18
N 2.634 -4.598 -4.154 0.34 0.96 0.33
N -2.511 5.806 2.667 -0.45 -0.21 0.96
N 3.502 -2.686 -4.852 -1.11 -1.80 1.09
N -0.414 2.813 3.271 1.43 0.71 -0.66
C -2.477 4.680 0.822 0.01 0.43 0.76
C 2.740 0.911 3.073 0.81 1.29 0.81
C 2.559 -4.630 -5.513 0.34 0.04 -2.19
C 0.437 1.818 3.506 -0.86 -1.03 -0.87
C -1.941 -2.609 3.319 0.40 1.18 -0.59
C -3.764 5.247 0.969 1.07 -0.84 0.85
C -2.089 3.312 4.730 1.59 -1.06 -0.25
C 4.016 -1.358 -4.804 -0.78 0.88 1.89
C 4.328 2.726 3.285 -0.61 -1.13 0.53
C 3.404 -3.143 -7.321 -0.53 -1.18 0.44
C 3.172 -3.427 -3.717 0.73 0.91 0.47
C -3.794 5.856 2.206 0.88 0.76 -0.71
C 1.756 1.922 3.029 -0.17 0.95 0.75
C 2.178 -5.572 -6.464 -0.37 -1.00 -0.23
C 2.971 -4.092 -8.260 0.05 0.89 -0.02
C 3.127 -3.416 -5.980 0.53 0.28 -0.09
C 2.296 -5.210 -7.845 -1.16 -2.49 0.61
C -3.986 -3.595 1.052 0.30 -0.05 -0.17
C 4.041 1.356 3.308 -0.57 -0.35 -0.46
C -0.688 -3.539 0.602 0.15 1.39 -1.69
C 3.314 3.620 2.979 2.25 0.11 -0.31
C -3.836 -1.797 -2.044 1.87 1.65 -0.83
C -2.490 -0.875 0.610 0.14 0.70 0.19
H -0.849 -2.777 3.402 -0.67 0.25 0.44
H 5.022 -1.321 -5.143 1.05 0.00 -0.14
H -2.137 6.127 3.597 -0.24 -0.63 -1.27
H -1.901 -0.094 1.184 -0.12 -0.87 -1.12
H -0.010 -2.671 0.288 -0.67 -1.14 0.69
H 2.299 -5.234 -3.472 -0.30 -0.65 0.28
H 3.430 -0.676 -5.421 -0.18 -0.09 0.11
H 1.800 -5.927 -8.580 1.12 1.04 0.92
H 3.163 -3.944 -9.322 -0.15 0.10 0.27
H 2.489 -0.121 3.196 -0.26 -0.37 -0.10
H 5.234 3.031 3.724 1.14 0.68 -0.10
H -4.217 -1.105 -2.819 0.19 -0.75 0.19
H -4.789 -2.976 1.458 -0.07 -0.10 -0.31
H -3.629 2.059 4.657 0.21 1.09 0.74
H 1.864 -6.636 -6.167 0.18 1.91 -0.51
H -4.528 -1.809 -1.255 -0.84 -0.37 1.03
H -4.087 -3.797 -0.021 -0.24 0.25 0.24
H -0.169 -4.203 1.277 0.12 -0.14 0.16
H -0.872 -4.038 -0.381 -0.06 0.15 0.88
H -1.983 4.026 0.104 -0.61 0.42 -0.04
H -3.498 -2.760 -2.412 -0.42 0.00 0.00
H 3.938 -1.069 -3.693 0.31 -0.11 -1.73
H 4.816 0.621 3.537 -0.11 0.25 -0.12
H -2.260 -1.598 3.642 0.50 -0.56 0.20
H 0.037 0.906 3.948 0.15 -0.01 -0.07
H -3.504 -0.484 0.719 -0.12 -0.28 0.03
H 3.970 -2.295 -7.634 0.18 0.54 0.02
H -4.006 -4.553 1.553 -0.03 -0.31 0.24
H -3.593 2.994 6.141 0.60 0.15 -1.07
H -4.609 6.450 2.618 0.52 -0.30 0.25
H 3.512 4.656 2.815 0.35 0.45 0.18
H -2.519 -3.345 3.833 -0.19 -0.56 0.48
```
Positions in Å, forces in eV/Å.

---

[2]
C23H32GeN6OS2V | wB97M-V/def2-TZVPD

Its spin multiplicity is 4. The value obtained for the HOMO-LUMO gap (spin up / spin down) is 4.0 / 4.9 eV. The value obtained for the HOMO energy (spin up / spin down) is 0.7 / -0.2 eV. As for the total energy: -139232.0934 eV. Its charge is -2.

Structure (XYZ):
```
66
Properties=species:S:1:pos:R:3:forces:R:3
Ge 2.357 -1.878 -1.203 0.17 -0.89 -0.48
V -0.594 0.147 0.444 1.68 1.46 -0.80
S 0.003 -1.137 2.562 0.23 -0.20 0.19
S -0.363 2.298 -1.207 0.07 0.23 -0.09
O 1.383 0.506 0.181 1.19 0.16 -0.11
N -2.620 -1.093 2.020 -0.48 -0.05 0.40
N 1.904 1.708 0.024 0.20 0.29 -0.13
N -0.585 -1.153 -1.436 0.32 -0.64 0.12
N -2.096 -0.959 0.736 -2.26 -2.05 -0.17
N -2.093 -1.165 4.257 -0.17 -0.08 0.07
N -1.388 1.657 1.629 0.00 0.85 0.67
C 3.218 -0.582 -2.450 -0.22 0.04 0.45
C -2.576 -1.764 -0.200 -0.13 0.12 0.71
C -1.655 3.415 3.031 0.11 0.03 0.03
C 1.171 2.689 -0.613 -0.60 -0.61 -0.15
C 0.387 -2.228 -1.079 0.32 0.03 -0.18
C 3.048 4.194 -0.258 -0.44 -0.19 -0.17
C 3.152 1.929 0.484 -0.11 -0.02 -0.07
C -1.926 -1.761 -1.443 -0.15 0.05 -0.40
C -0.761 -1.144 -3.870 0.04 -0.07 0.21
C -2.401 -2.357 -2.616 0.15 0.12 0.07
C -1.799 -2.128 -3.835 -0.06 -0.28 -0.14
C 3.749 3.153 0.362 0.29 0.14 0.08
C 1.782 3.948 -0.740 0.62 0.40 0.17
C -3.665 1.558 0.535 0.05 0.00 0.10
C -0.250 -0.624 -2.737 0.06 0.19 -0.40
C -3.725 -2.693 0.094 0.02 0.01 -0.11
C -1.699 -1.119 2.915 0.16 -0.04 -0.20
C -2.663 2.134 1.493 -0.10 0.07 0.09
C 0.690 2.368 2.895 -0.16 0.03 -0.13
C 3.291 -2.135 0.529 -0.19 0.34 -0.15
C -2.873 3.207 2.342 -0.08 0.03 -0.02
C 2.933 -3.587 -2.125 0.01 0.17 0.09
C -0.769 2.463 2.552 -0.19 0.04 0.12
H -3.196 1.294 -0.417 -0.07 0.00 -0.04
H 1.210 4.721 -1.232 -0.06 -0.02 0.01
H -0.435 -0.743 -4.825 0.07 0.04 0.03
H 3.490 5.176 -0.362 0.01 0.02 0.01
H -2.178 -2.572 -4.748 -0.04 0.03 0.02
H 3.618 1.070 0.943 -0.08 -0.03 0.03
H 2.888 -1.470 1.289 0.00 0.05 0.06
H 2.544 -3.649 -3.145 -0.05 0.07 0.04
H -4.138 0.657 0.934 0.04 -0.01 -0.06
H -3.030 -0.798 4.361 0.03 0.04 -0.04
H 0.848 2.493 3.970 0.02 0.00 0.00
H -3.621 -3.630 -0.455 0.00 0.02 -0.02
H 4.026 -3.646 -2.177 -0.02 0.02 0.02
H -3.748 -2.896 1.162 -0.05 0.00 -0.01
H -1.438 4.185 3.762 0.04 -0.02 0.00
H -1.435 -0.669 4.838 0.06 0.02 0.00
H 2.578 -4.467 -1.580 -0.02 0.05 0.03
H 3.063 -0.927 -3.473 -0.09 -0.05 0.05
H -3.314 -2.943 -2.567 0.00 0.00 0.04
H 0.469 0.180 -2.755 -0.07 0.09 0.13
H 4.368 -1.973 0.425 -0.05 0.03 -0.05
H 1.088 1.399 2.606 0.05 -0.11 0.03
H 3.131 -3.165 0.855 -0.04 0.02 -0.05
H -3.788 3.777 2.445 -0.02 -0.04 -0.04
H 0.224 -3.083 -1.751 0.05 0.06 -0.02
H 2.837 0.434 -2.365 -0.04 0.05 0.06
H 0.196 -2.563 -0.055 -0.05 0.10 0.01
H -4.680 -2.238 -0.185 0.00 0.02 0.03
H 4.746 3.301 0.755 0.00 -0.05 0.00
H 4.293 -0.569 -2.252 -0.02 -0.03 0.04
H 1.266 3.149 2.382 0.03 -0.03 0.04
H -4.446 2.299 0.343 0.01 0.02 -0.02
```
Positions in Å, forces in eV/Å.

---

[3]
C23H32N3O13P | wB97M-V/def2-TZVPD

Its spin multiplicity is 1. The value obtained for the HOMO-LUMO gap is 9.2 eV. The value obtained for the HOMO energy is -10.1 eV. As for the total energy: -64740.4161 eV. As for the SMILES: C[C@@H](O)C[C@H]1OC(=O)[C@](COO)(C[C@H](O)CN)[C@@H]1P(=O)(O)O.O=[N+]([O-])c1ccccc1.O=[N+]([O-])c1ccccc1.

Structure (XYZ):
```
72
Properties=species:S:1:pos:R:3:forces:R:3
P -1.544 4.968 -2.540 0.59 0.05 -0.41
O -3.042 2.722 1.960 1.05 0.51 -1.82
O 1.382 -1.639 -0.390 -0.14 -0.35 -0.10
O -5.721 2.150 -0.580 0.05 0.91 -0.16
O -6.191 5.123 -0.607 -0.23 0.38 0.07
O 7.162 -5.389 4.215 0.06 0.03 -0.08
O 2.021 1.916 -1.878 -0.51 0.24 -0.11
O -1.071 2.836 0.850 -0.73 -0.36 0.25
O -0.382 4.539 -3.314 0.05 -0.30 0.01
O -1.540 6.546 -2.296 -0.27 -0.43 0.29
O -2.945 4.726 -3.256 -0.07 0.19 0.29
O 6.578 -6.630 5.870 0.01 -0.07 0.08
O -4.847 4.970 -1.051 -0.12 -0.50 0.08
O 2.841 -2.480 0.941 0.04 0.03 -0.01
N 6.342 -5.819 4.999 0.00 -0.02 -0.02
N 2.261 -2.430 -0.128 -0.01 -0.04 0.00
N -5.473 -0.266 -1.650 0.27 -0.12 -0.67
C -4.932 0.836 -2.467 0.31 -0.10 0.46
C -1.645 4.215 -0.876 -0.78 0.04 -0.28
C -2.964 3.560 -0.404 0.40 -1.01 1.54
C 4.655 -4.414 3.888 0.02 0.12 -0.17
C -0.647 3.134 -0.505 1.04 0.12 0.46
C 0.821 3.507 -0.495 -0.16 0.40 -0.76
C 2.717 -5.281 5.683 -0.01 0.08 -0.10
C 4.962 -5.321 4.885 -0.18 0.08 -0.01
C -4.090 4.467 0.044 0.17 1.16 -0.36
C 1.381 1.130 0.314 -0.25 0.93 0.28
C 2.392 -4.365 4.691 0.03 -0.03 0.02
C 2.049 -3.329 -2.405 -0.14 0.08 -0.16
C 3.435 -5.156 -3.123 -0.01 0.01 0.01
C 3.359 -3.934 3.792 -0.09 -0.03 0.11
C 2.662 -3.388 -1.167 0.09 -0.12 -0.15
C 4.010 -5.767 5.783 -0.09 -0.11 0.18
C -4.789 2.163 -1.642 -0.02 -1.56 -0.64
C 3.647 -4.316 -0.882 0.15 -0.10 0.13
C -2.412 3.007 0.953 -0.38 -0.51 1.30
C 2.444 -4.220 -3.389 0.09 -0.08 0.05
C -3.341 2.251 -1.168 -0.48 0.97 -0.33
C 1.784 2.331 -0.531 0.70 -0.30 0.71
C 4.033 -5.206 -1.871 -0.07 0.02 -0.10
H 1.979 -4.183 -4.364 -0.02 0.01 0.00
H 5.412 -4.080 3.194 0.09 -0.05 0.07
H -6.544 4.217 -0.626 0.26 -0.19 -0.07
H 1.962 -5.615 6.381 0.01 -0.02 0.01
H -5.497 1.006 -3.381 -0.22 0.08 0.02
H 1.279 -2.599 -2.606 0.02 0.06 0.11
H -4.902 -1.080 -1.838 0.05 -0.10 0.21
H -0.705 2.209 -1.075 -0.48 0.09 -0.34
H -3.931 0.540 -2.778 0.08 0.05 -0.22
H 3.745 -5.847 -3.896 0.00 -0.01 0.00
H 4.803 -5.936 -1.665 0.01 0.00 0.02
H 4.110 -4.350 0.093 -0.06 0.09 0.04
H -3.136 3.788 -3.346 -0.09 -0.10 -0.23
H 0.995 4.072 -1.412 0.06 0.00 -0.10
H -1.839 6.734 -1.400 -0.17 0.42 -0.04
H 2.931 1.628 -1.935 0.15 -0.13 -0.08
H -3.637 5.330 0.550 0.05 0.00 0.15
H -5.033 2.964 -2.331 -0.10 0.40 0.28
H -6.376 -0.530 -2.019 -0.25 0.15 0.31
H 1.215 1.424 1.350 -0.01 0.12 0.07
H -5.293 1.721 0.166 -0.21 -0.28 0.14
H 1.059 4.194 0.314 -0.13 -0.12 0.35
H 1.382 -3.983 4.618 0.00 0.00 -0.01
H 4.268 -6.480 6.552 0.12 0.00 -0.03
H -3.129 1.370 -0.561 -0.03 -0.11 0.06
H 0.442 0.727 -0.049 0.04 -0.40 -0.08
H -4.730 3.997 0.777 -0.10 -0.30 -0.08
H -2.706 2.156 -2.049 0.11 -0.03 -0.08
H -1.482 4.999 -0.128 0.24 0.28 -0.20
H 3.105 -3.223 3.019 0.02 -0.02 0.03
H 2.730 2.699 -0.126 0.08 0.14 0.00
H 2.162 0.388 0.318 0.07 -0.24 -0.17
```
Positions in Å, forces in eV/Å.